i | This record from OMol25 describes the molecule C3H4FNO2S. The level of theory is ωB97M-V with the def2-TZVPD basis set.

Atoms and positions in Å:
C -3.6444 1.4605 0.4740
C 0.6876 0.0014 -0.2850
C -0.6676 -0.1986 0.5486
N -3.8081 2.2613 1.3243
O -1.6674 -0.9304 -1.5860
O -3.1456 0.5327 -0.0740
F -2.9966 -2.0929 0.2542
S -2.0837 -0.7411 -0.2951
H 0.8133 1.0129 -0.4548
H 1.5122 -0.2333 0.2467
H 0.7936 -0.5733 -1.2463
H -0.8357 0.3472 1.4740

The HOMO energy (spin up / spin down) comes out at -0.3315 / -0.3314 Ha. Its charge is 0. As for the LUMO energy (spin up / spin down): -1.8 / -1.8 eV. Its HOMO-LUMO gap (spin up / spin down) is 7.25 / 7.24 eV.

ii | This record from OMol25 describes a cluster of 2 separate species, C3H4FNO2S in total. The level of theory is ωB97M-V with the def2-TZVPD basis set.

Atoms and positions in Å:
C -1.0188 -0.3643 0.1183
C 2.4343 0.3627 -0.3106
C -2.3365 0.0892 0.6168
N 2.0549 1.3221 -0.8400
O -0.5534 -0.8384 -0.8625
O 1.6274 2.3226 -1.3167
F -0.1708 -0.4065 1.1889
S 3.0805 -1.1736 0.1229
H -2.2500 0.2958 1.7186
H -2.6070 0.9982 0.1485
H -3.0979 -0.5991 0.3729
H 2.8373 -2.0086 -0.9570

The HOMO energy comes out at -0.3288 Ha. Its charge is 0. As for the LUMO energy: 0.3 eV. Its HOMO-LUMO gap is 9.30 eV.

Tell me which of them is the most stable. Sure, it is ii.

i | This record from OMol25 describes a cluster of 2 separate species, H6N5P in total. The level of theory is ωB97M-V with the def2-TZVPD basis set.

Atoms and positions in Å:
N 1.9457 1.1833 0.4432
N 1.3349 -0.0245 0.0780
N -1.9607 0.4045 -0.3373
N 0.3686 -2.3277 -0.1365
N -2.2594 1.5335 0.1605
P 0.1015 -0.8333 0.5584
H 1.2682 1.9295 0.5974
H 2.7110 1.5228 -0.0992
H -2.7988 -0.1201 -0.2671
H 1.0499 -2.3120 -0.8641
H -0.3160 -3.0731 -0.1136
H -1.4449 2.1172 -0.0195

The HOMO energy comes out at -0.2802 Ha. Its charge is 0. As for the LUMO energy: 0.1 eV. Its HOMO-LUMO gap is 7.72 eV.

ii | This record from OMol25 describes a structure of composition H6N5P. The level of theory is ωB97M-V with the def2-TZVPD basis set.

Atoms and positions in Å:
N 0.6848 -1.6732 -0.2160
N -0.4024 -1.0820 0.1715
N 1.8663 0.5043 -0.4399
N -2.2121 0.5437 0.2998
N 0.8033 1.2363 -0.1142
P -1.0817 0.0457 -0.8006
H 1.0254 -2.2601 0.5561
H 1.6916 -0.5713 -0.2663
H 2.0179 0.5860 -1.4493
H -2.2182 0.1713 1.2382
H -2.8507 1.2971 0.1178
H 0.6756 1.2021 0.9031

The HOMO energy comes out at -0.2861 Ha. Its charge is 0. As for the LUMO energy: 0.1 eV. Its HOMO-LUMO gap is 7.90 eV.

Tell me which of them is the most stable. Sure, it is ii.

i | This record from OMol25 describes the ion C2H3N2O3 with charge -1. The level of theory is ωB97M-V with the def2-TZVPD basis set.

Atoms and positions in Å:
C -0.9126 -0.6174 -0.1305
C 0.3185 0.2745 0.1990
N -1.7753 0.2021 -1.1158
N 1.6469 0.0085 0.3762
O -1.3231 -0.6979 1.0125
O 2.1098 -1.1466 0.1947
O 2.3728 0.9855 0.5751
H -0.6410 -1.5586 -0.7032
H 0.0545 1.3507 0.4672
H -1.8504 1.1992 -0.8750

The HOMO energy (spin up / spin down) comes out at -0.1435 / -0.1624 Ha. Its charge is -1. As for the LUMO energy (spin up / spin down): 3.5 / 3.3 eV. Its HOMO-LUMO gap (spin up / spin down) is 7.36 / 7.70 eV.

ii | This record from OMol25 describes a structure of composition C2H3N2O3. The level of theory is ωB97M-V with the def2-TZVPD basis set.

Atoms and positions in Å:
C -2.5196 1.6883 0.0925
C -3.3505 -0.6439 -0.2228
N -1.4944 2.1985 0.1557
N 0.9559 -0.3575 0.2306
O -3.6041 1.1795 -0.0858
O -2.9628 -1.0343 0.8546
O -3.6461 -0.9789 -1.3279
H 1.5679 -1.0664 0.7418
H 0.0514 -0.6732 0.2950
H 1.2138 -0.3949 -0.7646

The HOMO energy comes out at -0.1872 Ha. Its charge is -1. As for the LUMO energy: 4.0 eV. Its HOMO-LUMO gap is 9.05 eV.

Tell me which of them is the most stable. Sure, it is ii.

i | This record from OMol25 describes the molecule H2NOP. The level of theory is ωB97M-V with the def2-TZVPD basis set.

Atoms and positions in Å:
N -0.5546 -1.0303 0.0606
O 1.9188 0.3513 0.2924
P 0.4696 0.1384 -0.0425
H -0.3514 1.3900 -0.2399
H -1.4823 -0.8493 -0.0706

The HOMO energy comes out at -0.4086 Ha. Its charge is 0. As for the LUMO energy: -0.3 eV. Its HOMO-LUMO gap is 10.80 eV.

ii | This record from OMol25 describes a structure of composition H2NOP. The level of theory is ωB97M-V with the def2-TZVPD basis set.

Atoms and positions in Å:
N 0.7916 1.7631 -0.0725
O -0.0049 0.3633 -2.0284
P 0.0870 0.4499 -0.5869
H 0.2558 -0.7967 0.1863
H -0.1138 2.1455 -0.6261

The HOMO energy comes out at -0.3801 Ha. Its charge is 0. As for the LUMO energy: -1.4 eV. Its HOMO-LUMO gap is 8.91 eV.

Tell me which of them is the most stable. Sure, it is i.